Molecular formula: C9H14S
Method: DFT, ωB97M-V/def2-TZVPD

## Properties
Highest occupied orbital energy = -8.826 eV
Relative energy (zero: lowest compared OMol25 entry of this formula, charge and spin) = 1.619 eV

Structure (XYZ):
```
24
Properties=species:S:1:pos:R:3:forces:R:3:nbo_charge:R:1
C -3.109 -1.894 -0.608 1.6525 -1.4835 -1.1610 -0.534
C -1.698 -1.237 -0.933 -0.8874 -4.8477 0.1158 -0.605
S -4.228 -1.489 -1.955 -1.0295 0.5824 0.0720 -0.051
H -3.169 -3.049 -0.493 0.7674 1.7875 -0.6716 0.224
H -3.464 -1.624 0.331 -0.8467 1.0676 1.5249 0.212
H -0.952 -1.495 -0.189 0.0189 -0.2528 0.4161 0.209
H -4.831 -0.367 -1.444 0.4680 -0.6432 -0.2087 0.124
H -1.723 -0.208 -0.917 -0.6820 1.2110 -1.0337 0.204
H -1.341 -1.761 -1.848 -0.1953 1.0471 0.2197 0.214
C 3.801 0.863 1.125 1.0321 -0.8775 -0.5490 -0.632
C 0.001 0.661 1.270 0.7108 -0.1407 0.2242 -0.218
C 1.375 0.557 1.608 -2.1352 0.1430 0.1243 -0.208
C -0.379 1.013 -0.047 -0.3462 0.9610 2.6702 -0.209
C 2.378 0.845 0.700 -1.1153 0.2650 -0.0446 -0.023
C 0.600 1.251 -0.991 0.6316 -1.4800 2.1689 -0.215
C 1.944 1.105 -0.598 -1.7949 0.2492 0.8164 -0.197
H -0.694 0.400 2.114 0.3752 0.4688 -1.3085 0.214
H 1.520 0.256 2.636 0.6766 0.0472 0.0715 0.206
H -1.456 1.148 -0.227 0.9641 0.3392 -0.0055 0.207
H 0.236 1.209 -1.967 0.1812 0.7270 -1.8156 0.215
H 4.244 1.851 1.231 -0.1766 0.2627 -0.4749 0.225
H 4.412 0.267 0.376 -0.4171 0.6590 1.1479 0.220
H 2.655 1.228 -1.317 2.0033 0.3606 -2.0100 0.199
H 3.878 0.470 2.142 0.1444 -0.4528 -0.2889 0.218
```
Positions in Å, forces in eV/Å.

Molecular formula: C9H14S
Method: DFT, ωB97M-V/def2-TZVPD

## Properties
⟨S²⟩ = 2.01
Highest occupied orbital energy (alpha / beta) = -3.963 / -9.378 eV
Spin multiplicity = 3
Relative energy (zero: lowest compared OMol25 entry of this formula, charge and spin) = 0.181 eV

Structure (XYZ):
```
24
Properties=species:S:1:pos:R:3:forces:R:3:nbo_charge:R:1
C -0.178 -0.276 0.131 9.4195 0.5019 4.1660 0.039
C -1.404 -0.352 -0.326 -9.6474 2.4184 -3.1549 -0.229
C 0.361 -1.652 0.378 2.4653 0.9072 0.8486 -0.496
C -2.018 -1.660 -0.440 3.5563 -1.0451 1.1799 -0.452
C -0.701 -2.597 -0.046 -3.0134 -2.9562 -1.5854 -0.379
C -0.674 2.026 0.272 -0.0927 1.5932 -4.2285 -0.469
C 0.491 1.083 0.137 1.3710 -1.0463 -0.4488 -0.132
C 1.527 1.355 1.269 1.6158 -3.0469 -1.3096 -0.607
C 1.164 1.284 -1.246 -0.4021 -1.4938 -1.2829 -0.608
S -2.113 1.246 -0.636 1.2717 -1.1120 0.9736 0.335
H 1.313 -1.900 -0.174 -0.5689 0.4579 0.3381 0.220
H 0.671 -1.733 1.467 -0.3756 -0.2030 -0.9342 0.225
H -2.791 -2.074 0.140 -1.5076 0.2386 1.1408 0.205
H -2.271 -1.648 -1.431 -1.0502 -1.2423 -2.8313 0.220
H -0.400 -3.299 -0.999 -0.6486 1.7331 2.4908 0.212
H -1.109 -3.300 0.802 1.1430 1.1667 -1.6544 0.210
H -0.876 2.216 1.236 -1.1486 0.2153 3.5515 0.206
H -0.491 3.061 -0.169 -0.1302 -1.3348 0.2071 0.219
H 1.319 2.211 1.812 -0.5619 1.3645 1.4493 0.211
H 2.597 1.419 0.971 -0.7306 0.5836 -0.7549 0.215
H 1.688 0.422 1.840 -0.9064 0.6093 0.5849 0.221
H 1.257 2.282 -1.507 0.4230 2.5101 0.1430 0.204
H 0.434 1.007 -2.058 0.8707 -0.5750 0.6536 0.214
H 2.203 0.878 -1.422 -1.3522 -0.2444 0.4576 0.217
```
Positions in Å, forces in eV/Å.

Molecular formula: C9H14Si
Method: DFT, ωB97M-V/def2-TZVPD

## Properties
Highest occupied orbital energy = -7.559 eV
Relative energy (zero: lowest compared OMol25 entry of this formula, charge and spin) = 2.948 eV

Structure (XYZ):
```
24
Properties=species:S:1:pos:R:3:forces:R:3:nbo_charge:R:1
C 3.197 0.383 0.614 0.1907 0.3857 0.2234 -0.294
C 2.086 0.739 -0.076 -0.1625 0.3402 0.0347 -0.266
C 3.427 -1.017 0.424 0.1303 -0.2011 -0.1037 -0.245
C 1.477 -0.443 -0.658 -0.8046 0.1834 -0.0368 -0.447
C -2.521 -2.053 0.101 0.0284 0.1349 0.0912 -0.312
C -2.029 -1.057 -0.627 0.3123 0.4721 0.1965 -0.706
C 2.454 -1.529 -0.364 -1.7235 0.2625 0.3350 -0.261
C -0.838 0.523 1.916 -0.2130 -0.1432 -0.6412 -1.143
C -1.219 1.938 -0.914 0.3678 -0.6068 0.2747 -1.141
Si -0.939 0.317 0.036 1.8081 -0.6939 0.0532 1.652
H 3.843 1.030 1.187 -0.0425 0.1076 0.0387 0.207
H 1.691 1.735 -0.172 -0.0052 0.2431 -0.0235 0.198
H 4.277 -1.554 0.809 0.1146 -0.1181 0.0410 0.208
H 1.079 -0.411 -1.664 -0.0066 0.1280 -0.2973 0.224
H -3.137 -2.829 -0.323 -0.1002 -0.1401 -0.1263 0.198
H -2.331 -2.131 1.161 0.0586 -0.0086 0.2139 0.190
H -2.256 -1.040 -1.688 0.0004 0.0149 -0.0990 0.224
H 2.330 -2.546 -0.692 0.0990 -0.1624 -0.0748 0.208
H -1.793 0.842 2.332 -0.1759 0.0398 0.0022 0.240
H -0.556 -0.409 2.396 0.0482 -0.1671 -0.0175 0.255
H -0.090 1.264 2.185 0.1102 0.0753 -0.1400 0.260
H -2.221 2.324 -0.735 -0.1650 -0.0999 0.1134 0.251
H -0.514 2.707 -0.610 0.1124 0.0451 0.0895 0.250
H -1.108 1.796 -1.986 0.0181 -0.0911 -0.1474 0.250
```
Positions in Å, forces in eV/Å.

Molecular formula: C9H15BrClN2O5PSi2
Method: DFT, ωB97M-V/def2-TZVPD

## Properties
Highest occupied orbital energy = -0.585 eV
Total charge = -2

Structure (XYZ):
```
36
Properties=species:S:1:pos:R:3:forces:R:3:nbo_charge:R:1
C -5.271 3.584 2.132 0.0402 -0.0068 0.0409 -0.632
C -5.004 2.191 1.547 0.2339 0.1439 0.0486 -0.154
Cl -6.586 1.334 1.271 -0.0639 0.0266 -0.0495 -0.123
C -4.153 2.202 0.275 -0.1423 0.2261 0.1275 -0.926
Si -2.326 1.818 0.571 0.1661 -0.1618 -0.0442 1.873
N -1.482 3.262 0.988 -0.3268 0.4069 -0.1081 -1.311
O -1.746 1.174 -0.815 0.0987 0.0994 0.2175 -1.271
Si -0.257 0.770 -1.423 0.1049 -0.1373 0.1086 1.183
Br -0.662 -0.255 -3.361 -0.1349 -0.0663 -0.2739 -0.365
P 1.004 -0.437 0.004 0.1667 0.1216 0.0479 0.846
N 1.074 0.516 1.284 -0.3331 0.1165 -0.0448 -1.366
H -6.310 3.691 2.442 0.0667 -0.0095 0.0159 0.225
H -5.048 4.365 1.402 -0.0807 -0.0267 0.0026 0.205
H -4.646 3.756 3.012 0.0307 0.0001 -0.0691 0.215
H -4.519 1.584 2.312 -0.1589 -0.1369 -0.0474 0.212
H -4.214 3.191 -0.191 -0.1075 -0.1212 -0.1181 0.222
H -4.539 1.483 -0.450 0.1334 -0.0763 0.0682 0.264
H -2.300 0.835 1.680 0.0131 -0.0058 -0.0414 -0.251
H -0.751 3.598 0.374 0.1210 -0.2242 0.1806 0.407
H -2.044 4.048 1.293 0.1073 -0.1143 -0.0284 0.375
H 0.428 2.037 -1.781 -0.0490 0.0096 0.0404 -0.216
H 0.275 -1.645 0.107 -0.0251 0.0132 -0.0262 -0.054
H 2.176 -0.816 -0.751 0.1450 -0.0206 -0.1002 0.159
H 0.670 0.112 2.120 0.0934 0.0069 -0.0222 0.362
C 4.692 -3.118 -2.559 -0.0929 0.0667 0.1202 -0.541
C 3.914 -2.398 -1.650 0.2787 -0.3050 0.0568 0.413
C 3.919 -2.827 -0.144 -0.1958 0.3575 -0.1328 0.408
O 3.242 -2.113 0.642 0.0682 -0.3050 -0.1248 -0.745
C 4.658 -3.953 0.219 0.0936 -0.0760 -0.2417 -0.558
C 5.446 -4.707 -0.698 -0.2166 0.2212 0.1819 0.428
C 5.493 -4.225 -2.191 0.2248 -0.3314 0.1642 0.425
O 6.230 -4.853 -2.965 -0.1322 0.1466 -0.0467 -0.672
O 6.094 -5.713 -0.389 0.0465 -0.0536 -0.0033 -0.673
O 3.206 -1.406 -1.966 -0.1890 0.1838 0.0863 -0.733
H 4.705 -2.815 -3.601 -0.0286 0.0556 0.0216 0.184
H 4.632 -4.267 1.258 0.0444 -0.0236 -0.0068 0.185
```
Positions in Å, forces in eV/Å.

Molecular formula: C9H15Cl2MnNdO6P
Method: DFT, ωB97M-V/def2-TZVPD

## Properties
⟨S²⟩ = 15.80
Highest occupied orbital energy (alpha / beta) = -23.203 / -22.663 eV
Spin multiplicity = 8
Total charge = +4

Structure (XYZ):
```
35
Properties=species:S:1:pos:R:3:forces:R:3:nbo_charge:R:1
Nd -1.952 1.287 -6.075 3.1674 -2.4307 -0.9278 2.017
Mn -1.206 -0.443 -1.214 0.1932 -0.2307 -1.1349 1.316
Cl 0.352 2.043 -5.486 -1.4266 -0.2711 -0.1756 -0.415
Cl -2.180 -0.306 -3.249 0.2488 0.4368 -0.5649 -0.606
C -2.887 0.091 -0.364 -1.8943 3.1631 5.4312 0.494
C -2.435 3.491 -5.364 -1.9842 7.5969 2.5472 0.389
C -4.236 1.758 -5.171 -6.7539 1.7202 3.1468 0.387
O -3.365 0.674 0.520 1.5040 -2.7997 -4.3822 -0.273
O -2.791 4.520 -4.963 1.9251 -5.0258 -1.9791 -0.229
O -5.228 2.112 -4.681 4.9034 -1.8240 -2.4826 -0.238
C 0.532 -3.664 0.216 0.0989 0.3464 -0.1858 -0.654
C -0.560 -2.732 0.677 0.1360 -0.7493 0.1908 -0.063
O -0.231 -1.308 0.273 0.5599 1.7306 1.4751 -0.897
P 0.645 -0.184 1.302 1.5127 -0.9416 -4.1258 2.056
O 2.176 -0.660 1.095 -2.2122 0.7732 1.1647 -0.688
C 2.881 -1.420 2.138 1.1346 -0.6471 0.6463 -0.087
C 2.228 -1.315 3.501 0.0863 0.2906 0.0709 -0.660
O 0.466 1.015 0.190 -0.5409 -1.7723 1.4484 -0.825
C 0.986 2.366 0.539 0.9152 0.8733 0.4085 -0.081
C 0.288 2.931 1.743 -0.7406 0.2826 -0.2542 -0.659
H 0.716 -3.560 -0.862 -0.0271 -0.0965 0.2457 0.235
H 0.217 -4.692 0.405 -0.0362 0.0087 0.0336 0.297
H 1.465 -3.491 0.760 -0.1743 -0.1068 -0.1351 0.225
H -1.524 -2.951 0.197 0.1982 0.2116 0.1932 0.221
H -0.679 -2.716 1.761 -0.1740 -0.0494 -0.0762 0.229
H 2.940 -2.466 1.817 -0.1438 0.3319 -0.1766 0.229
H 3.908 -1.022 2.181 -0.4725 0.0851 -0.2316 0.267
H 1.212 -1.740 3.517 0.0202 -0.1495 -0.1096 0.217
H 2.835 -1.886 4.218 -0.2518 0.1275 -0.0676 0.314
H 2.194 -0.275 3.850 0.1030 -0.0992 -0.0203 0.246
H 2.062 2.253 0.731 -0.2490 -0.0610 -0.2698 0.230
H 0.844 2.993 -0.345 -0.0849 -0.3988 -0.0016 0.243
H 0.465 2.338 2.643 0.1171 -0.0382 0.1448 0.226
H 0.660 3.950 1.923 -0.0227 -0.2974 0.0409 0.301
H -0.800 3.008 1.575 0.3651 0.0104 0.1131 0.234
```
Positions in Å, forces in eV/Å.

Molecular formula: C9H15Cl2NPb
Method: DFT, ωB97M-V/def2-TZVPD

## Properties
Highest occupied orbital energy (alpha / beta) = -9.222 / -8.655 eV
Relative energy (zero: lowest compared OMol25 entry of this formula, charge and spin) = 0.000 eV

Structure (XYZ):
```
28
Properties=species:S:1:pos:R:3:forces:R:3:nbo_charge:R:1
Pb -1.898 -1.828 -0.778 1.3980 1.5448 0.6507 1.290
Cl -2.207 -0.925 1.579 0.1143 -0.3078 -0.6362 -0.528
Cl 0.476 -2.737 -0.978 -0.5237 0.2851 -0.0326 -0.572
C -2.716 -3.692 -0.487 -0.9109 -2.8559 1.1147 -0.724
H -2.232 -4.599 -0.909 -0.5804 0.7938 0.0885 0.213
H -3.558 -3.819 0.230 0.5197 0.0992 -0.8497 0.210
C 0.379 0.893 -1.101 3.1472 -0.2685 0.4833 -0.110
C -0.885 0.874 -1.384 -3.1031 0.2906 -0.7102 -0.242
H 1.058 0.118 -1.476 -0.3020 0.3163 -0.2274 0.226
C -1.885 1.795 -0.712 -0.0074 0.2017 0.2930 -0.465
H -1.297 0.241 -2.190 0.4580 0.2458 0.2549 0.206
C -1.199 3.083 -0.231 0.0644 0.0030 -0.1380 -0.387
H -2.727 2.035 -1.378 0.2432 -0.0918 0.0978 0.209
H -2.305 1.286 0.176 0.0795 0.1379 -0.4222 0.234
C 0.070 2.794 0.568 0.0925 -0.3900 0.0482 -0.396
H -0.928 3.684 -1.106 -0.0561 0.0372 0.0042 0.192
H -1.894 3.675 0.371 0.0022 -0.0199 -0.0714 0.209
C 1.056 1.907 -0.219 -0.1259 0.2949 0.4940 -0.477
H 0.565 3.734 0.837 -0.1075 -0.1594 0.0346 0.208
H -0.184 2.278 1.504 -0.0766 0.1169 -0.1165 0.205
H 1.701 2.575 -0.816 -0.1528 -0.4430 -0.1449 0.215
H 1.733 1.364 0.463 -0.3236 0.3785 -0.3337 0.278
C 3.228 -2.934 1.389 0.0421 -0.6435 -0.0005 -0.734
C 2.985 -1.512 1.238 -0.3870 2.3141 -0.1760 0.333
N 2.792 -0.368 1.125 0.5537 -2.3848 0.3187 -0.375
H 4.281 -3.169 1.194 -0.2396 0.1304 -0.0157 0.253
H 2.596 -3.492 0.683 0.1988 0.2134 0.2457 0.273
H 2.995 -3.260 2.410 -0.0172 0.1612 -0.2533 0.256
```
Positions in Å, forces in eV/Å.

no.,DFT total energy (eV)
1,-20393.6669
2,-20389.1834
3,-17435.1476
4,-130407.1105
5,-102747.0101
6,-41355.9916